No. 1
The following is a quantum chemistry calculation of a molecular structure, C32H57N5O4Zr, from the OMol25 dataset.

Values from the calculation:
Multiplicity: 1
Total charge: +2
LUMO (eV): -5.5

CARTESIAN COORDINATES (ANGSTROEM)
Zr: 1.52500 -0.50474 0.83206
C: -1.53857 1.35457 2.99905
C: -1.04829 1.35780 1.55621
C: -1.93957 2.34014 0.74372
C: -2.72596 1.80773 -0.47861
C: -3.38739 0.46260 -0.20368
C: -3.75488 2.85499 -0.88608
N: -1.74384 1.65017 -1.63780
C: -2.19823 1.03989 -2.92376
C: -1.01822 0.97774 -3.89628
N: 0.16202 0.38149 -3.28995
C: 0.05290 -1.01663 -2.90556
C: 0.57161 -1.04656 -1.49577
O: -0.03834 -0.29219 -0.63965
O: 1.60695 -1.63964 -1.11974
C: 1.49822 0.71716 -3.85056
C: 1.44552 1.07759 -5.33463
C: 2.24864 1.80514 -3.05163
C: 3.34984 1.41063 -2.02829
C: 4.05947 0.10582 -2.37795
C: 4.41628 2.51839 -2.04600
N: 2.82537 1.25578 -0.60970
C: 2.34165 2.53386 -0.02062
C: 0.87309 2.50041 0.36161
N: 0.48698 1.54944 1.44424
C: 1.14859 2.01221 2.69802
C: 2.61222 1.58143 2.73862
O: 3.46057 2.19305 3.30923
O: 2.79893 0.42938 2.08423
H: -2.59023 1.06586 2.98833
H: -1.46318 2.33976 3.46236
H: -1.02816 0.62074 3.61741
H: -1.23218 0.35296 1.18003
H: -1.41825 3.25471 0.46034
H: -2.71814 2.68447 1.42540
H: -3.95142 0.53048 0.72711
H: -2.66914 -0.35290 -0.09726
H: -4.09928 0.20325 -0.98744
H: -4.47097 2.99309 -0.07748
H: -4.32011 2.54737 -1.76543
H: -3.28855 3.82343 -1.08465
H: -1.35574 2.57150 -1.84562
H: -0.96558 1.04161 -1.32181
H: -3.00429 1.63327 -3.34928
H: -2.58917 0.05291 -2.68716
H: -0.76264 1.99627 -4.19507
H: -1.36570 0.46495 -4.80215
H: 0.61578 -1.70020 -3.54490
H: -0.98639 -1.35201 -2.88618
H: 2.07486 -0.20511 -3.78279
H: 1.00546 2.06126 -5.50686
H: 0.88335 0.33758 -5.90551
H: 2.45744 1.10552 -5.73745
H: 1.51856 2.47026 -2.57675
H: 2.75863 2.43218 -3.78536
H: 4.42818 0.13916 -3.40367
H: 3.42618 -0.77067 -2.26504
H: 4.93236 -0.02101 -1.73272
H: 4.96187 2.47650 -2.98840
H: 5.13927 2.37812 -1.23936
H: 4.00080 3.52285 -1.96624
H: 3.66980 1.02857 -0.08322
H: 2.42567 3.33713 -0.75086
H: 2.97411 2.83835 0.81115
H: 0.33125 2.22495 -0.53756
H: 0.57964 3.51413 0.64776
H: 0.69186 1.53881 3.56149
H: 1.07612 3.09301 2.82849
C: -3.87987 -1.99237 4.05620
C: -2.98890 -2.25395 2.87254
C: -3.50404 -2.81597 1.70802
C: -2.68824 -3.11834 0.62144
C: -3.25490 -3.78434 -0.60281
C: -1.33211 -2.82143 0.70669
C: -0.79813 -2.23427 1.84989
C: -1.62820 -1.96531 2.93103
N: 0.59884 -1.91369 1.88915
C: 1.52532 -2.84117 2.63558
C: 1.03233 -4.27982 2.52726
C: 1.64443 -2.41446 4.09516
C: 2.89342 -2.75077 1.94045
H: -4.85376 -1.61445 3.74543
H: -3.43278 -1.27556 4.74460
H: -4.05548 -2.91548 4.61114
H: -4.56338 -3.04373 1.65429
H: -3.36721 -4.85720 -0.43747
H: -2.60251 -3.65701 -1.46773
H: -4.24178 -3.39256 -0.84949
H: -0.66982 -3.08249 -0.11245
H: -1.21191 -1.53609 3.83353
H: 0.07684 -4.41433 3.03305
H: 1.75808 -4.94452 2.99661
H: 0.92025 -4.57862 1.48377
H: 2.00545 -1.38672 4.17452
H: 2.34988 -3.06036 4.61976
H: 0.68464 -2.49620 4.60436
H: 2.84529 -3.11318 0.90794
H: 3.61629 -3.38242 2.45710
H: 3.35931 -1.75400 1.99608

=====

No. 2
The following is a quantum chemistry calculation of 15 unconnected molecules or ions with the total composition H30O15 at a distorted geometry, from the OMol25 dataset.

Values from the calculation:
Multiplicity: 1
LUMO (eV): -0.3

CARTESIAN COORDINATES (ANGSTROEM)
H: -0.33764 -0.78769 0.26263
H: -1.08616 0.56518 -0.07811
H: -2.56437 -2.05370 0.22446
H: -2.96827 -0.61298 0.65903
H: 3.77047 -0.09255 0.41204
H: 2.29765 -0.14244 0.52150
H: 1.15219 3.01329 3.68568
H: 2.30074 2.32955 4.44210
H: 1.10453 2.08886 -3.43537
H: 1.65058 3.44981 -2.96109
H: -1.73567 3.21249 -3.36376
H: -0.74444 3.55556 -2.45077
H: 0.72763 0.79165 -4.30225
H: -0.78060 1.01290 -4.46497
H: 2.11585 2.90482 -0.14979
H: 0.65233 2.79974 -0.68627
H: -2.51617 1.58838 -0.51174
H: -3.39849 1.14202 -1.76835
H: -1.10187 -3.96457 1.79659
H: -0.26129 -4.73665 0.76041
H: -5.61885 0.89521 0.95054
H: -4.57238 1.90399 1.04443
H: 0.36218 -4.23270 -2.24800
H: 0.76089 -4.71555 -0.85837
H: -0.69126 -0.94893 3.08655
H: 0.07590 0.34713 3.31078
H: 1.84872 -0.79155 3.42809
H: 1.96016 -2.36452 3.30717
H: 2.97861 -3.58016 0.94217
H: 1.59209 -3.88794 1.49571
O: -0.45358 0.20193 0.47963
O: -2.23510 -1.17726 0.23849
O: 3.02820 -0.17736 -0.11910
O: 1.39897 2.17465 4.07320
O: 1.77553 2.70182 -3.53331
O: -1.67157 3.79875 -2.67839
O: 0.12884 1.44550 -4.63780
O: 1.21447 2.57535 0.00767
O: -2.57043 0.98526 -1.22253
O: -0.11895 -4.10041 1.46575
O: -5.43479 1.82544 0.77062
O: 0.97699 -4.07086 -1.54599
O: 0.02883 -0.42394 2.68965
O: 2.14444 -1.53379 2.84793
O: 2.16652 -4.06114 0.78280

=====

No. 3
The following is a quantum chemistry calculation of 2 unconnected molecules or ions with the total composition C4H8NO2 at a distorted geometry, from the OMol25 dataset.

Values from the calculation:
Multiplicity: 1
Total charge: -1
LUMO (eV): 4.2

CARTESIAN COORDINATES (ANGSTROEM)
C: 1.49434 -0.16052 -1.39666
C: 0.93093 -0.66457 -0.26680
C: 1.36459 -0.21007 1.01288
C: -1.86965 1.09483 0.32115
N: -2.25170 -0.04807 -0.12996
O: -1.83810 -1.24375 0.33813
O: -1.32839 1.28084 1.43164
H: 1.28209 -0.76707 -2.33601
H: 2.05641 0.72807 -1.51046
H: 2.37302 0.33619 0.94748
H: 0.58739 0.36121 1.50323
H: 1.54039 -1.14274 1.67851
H: -2.19950 2.05162 -0.15261
H: -2.51359 0.01577 -1.14884
H: 0.37176 -1.63176 -0.29169

=====

No. 4
The following is a quantum chemistry calculation of C3H8O in the gas phase at a distorted geometry, from the OMol25 dataset.

Values from the calculation:
Multiplicity: 1
LUMO (eV): 1.1

CARTESIAN COORDINATES (ANGSTROEM)
C: 1.29029 -0.31755 0.04110
C: -0.03232 0.31412 -0.38852
C: -1.27319 -0.43360 0.04435
O: -0.12560 1.68120 -0.04600
H: 1.38184 -0.39157 1.11522
H: 1.36460 -1.32084 -0.36071
H: 2.15196 0.24984 -0.35773
H: -0.02496 0.31779 -1.47265
H: -1.23773 -0.60587 1.14317
H: -2.17148 0.15637 -0.15979
H: -1.37944 -1.40073 -0.47241
H: 0.05605 1.75085 0.91396

=====

No. 5
The following is a quantum chemistry calculation of a molecular structure, Cl4NiO16 at a distorted geometry, from the OMol25 dataset.

Values from the calculation:
Multiplicity: 3
Total charge: -2
LUMO (alpha / beta) (eV): 5.6 / 5.6

CARTESIAN COORDINATES (ANGSTROEM)
Ni: 3.33245 2.79903 -21.67780
Cl: 5.51141 3.51928 -23.04961
O: 4.19051 3.94610 -22.47340
O: 5.51349 3.75176 -24.47630
O: 6.47717 4.38471 -22.45487
O: 5.80701 2.17554 -22.81460
Cl: 3.83094 0.01273 -22.28872
O: 3.92979 -0.83783 -21.14742
O: 5.18537 0.18749 -22.80931
O: 2.99530 -0.47132 -23.34194
O: 3.29932 1.36995 -22.13568
Cl: 1.02636 3.01957 -20.49058
O: 1.30511 1.97114 -19.52643
O: -0.28765 2.88989 -20.87398
O: 1.27372 4.30665 -19.85275
O: 1.85829 2.91035 -21.69173
Cl: 4.44711 3.87472 -19.83184
O: 3.48619 2.74265 -19.59179
O: 3.74435 4.55011 -20.83352
O: 4.42399 4.69515 -18.68720
O: 5.67995 3.35270 -20.22753

=====

No. 6
The following is a quantum chemistry calculation of a molecular structure, C46H53FN4O6SSbTi at a distorted geometry, from the OMol25 dataset.

Values from the calculation:
Multiplicity: 1
Total charge: +1
LUMO (eV): -3.3

CARTESIAN COORDINATES (ANGSTROEM)
Ti: -0.52564 -0.84709 0.66510
C: -0.55568 -1.81719 2.86173
C: -1.33432 -2.69909 2.03911
C: -0.48834 -3.22259 0.99590
C: 0.80691 -2.61288 1.22952
C: 0.80490 -1.79430 2.36235
C: 2.01991 -1.16133 3.03999
C: 2.64375 -2.42339 3.83700
C: 2.97836 -0.51254 2.14010
C: 1.55773 -0.10905 4.07104
C: -0.64597 -4.32188 0.02562
C: -1.10688 -5.65567 0.73321
C: -1.69721 -4.12095 -1.03244
C: 0.70135 -4.69767 -0.69133
C: -2.79860 -3.00933 2.56613
C: -3.41175 -1.72010 3.18748
C: -2.53034 -4.07409 3.68210
C: -3.85021 -3.49186 1.56230
H: -0.96545 -1.26925 3.72267
H: 1.64647 -2.80850 0.61366
H: 3.02846 -3.17755 3.14494
H: 1.87132 -2.86381 4.46090
H: 3.42208 -2.03815 4.45790
H: 3.24155 -1.12926 1.22826
H: 3.89398 -0.38258 2.68019
H: 2.62349 0.45026 1.80442
H: 1.05335 -0.63601 4.94976
H: 0.85272 0.61162 3.65225
H: 2.38701 0.45722 4.50100
H: -2.05932 -5.66285 1.32847
H: -0.35817 -5.90872 1.49767
H: -1.11642 -6.47328 -0.00506
H: -2.67054 -3.86852 -0.57475
H: -1.85561 -4.98639 -1.72252
H: -1.35390 -3.35063 -1.74030
H: 1.47022 -4.93709 0.10695
H: 0.97885 -3.90142 -1.35805
H: 0.49625 -5.58367 -1.27505
H: -2.95371 -1.57417 4.11660
H: -4.43614 -1.97860 3.41893
H: -3.27588 -0.84611 2.55995
H: -1.76261 -3.74295 4.42849
H: -2.14532 -4.94879 3.14257
H: -3.48120 -4.39937 4.07213
H: -4.25344 -2.67682 1.01953
H: -4.66484 -3.88603 2.21615
H: -3.49790 -4.35549 0.88837
C: -3.10473 3.07534 -2.70485
N: -2.91100 1.79468 -2.06400
C: -3.85091 0.83962 -2.09043
C: -3.88041 -0.33330 -1.35759
C: -2.66534 -0.51357 -0.67355
O: -2.39994 -1.48261 0.09814
N: -1.62242 0.29902 -0.79848
C: -1.69130 1.52059 -1.35654
O: -0.79305 2.35832 -1.29591
H: -2.41047 3.68737 -2.27628
H: -4.17199 3.41914 -2.66040
H: -2.78214 3.03990 -3.75061
H: -4.68527 1.09153 -2.70777
H: -4.59406 -1.15571 -1.39353
F: -5.55632 2.98081 1.42616
C: -4.30818 3.34313 1.15817
C: -3.20827 2.85399 1.74980
N: -1.91953 3.38843 1.53742
C: -0.73723 2.75721 2.20261
C: -0.59216 1.38164 1.70602
O: 0.48324 0.99695 1.15157
O: -1.49619 0.47143 1.86110
C: -1.76418 4.36742 0.53260
O: -0.69199 4.82196 0.24182
N: -2.90959 4.82637 -0.06896
C: -4.21288 4.48360 0.22312
O: -5.05689 5.21186 -0.27537
H: -3.21680 2.16118 2.55900
H: -0.87046 2.70161 3.28419
H: 0.14819 3.32204 1.91674
H: -2.81062 5.63829 -0.68401
S: 0.96447 -1.05537 -1.25943
Sb: 1.99119 0.89693 -1.80944
C: 2.80083 2.37679 -0.50322
C: 2.08284 3.50371 -0.17332
C: 2.61780 4.36422 0.77852
C: 3.68996 3.99949 1.48380
C: 4.39771 2.88554 1.15164
C: 3.99880 2.02707 0.15114
C: 1.07235 1.93307 -3.41819
C: 0.26468 1.25878 -4.31613
C: -0.13371 1.91568 -5.44760
C: 0.10881 3.30693 -5.65530
C: 0.83313 3.99976 -4.71995
C: 1.38843 3.29725 -3.63499
C: 3.81850 0.14978 -2.65598
C: 3.86935 -1.22040 -2.87554
C: 4.98063 -1.76861 -3.53461
C: 6.01796 -0.99488 -3.98535
C: 5.90059 0.39109 -3.90809
C: 4.80849 0.96898 -3.26590
H: 1.24005 3.82367 -0.71715
H: 2.14068 5.34011 0.94549
H: 4.02716 4.67651 2.22760
H: 5.28565 2.59384 1.77807
H: 4.57140 1.16915 -0.11060
H: 0.14056 0.13174 -4.16148
H: -0.66414 1.36839 -6.21295
H: -0.28319 3.75592 -6.53828
H: 1.10344 5.05017 -4.88265
H: 2.09279 3.76680 -2.95688
H: 3.05544 -1.86005 -2.56817
H: 5.13115 -2.87076 -3.51679
H: 6.91863 -1.48025 -4.32592
H: 6.71591 1.01394 -4.22747
H: 4.65132 2.09471 -3.23595

=====

No. 7
The following is a quantum chemistry calculation of a molecular structure, C2HClFNO2S, from the OMol25 dataset.

Values from the calculation:
Multiplicity: 1
LUMO (eV): -0.5

CARTESIAN COORDINATES (ANGSTROEM)
C: -1.19923 1.79192 -0.58345
C: -0.25962 1.10640 -0.31052
N: 0.81806 0.32528 -0.00405
Cl: 1.58038 0.85514 1.47728
S: 0.38605 -1.32811 0.21899
O: -0.63659 -1.48113 1.17917
O: 1.58606 -2.06561 0.25109
F: -0.24483 -1.47552 -1.18582
H: -2.03029 2.27163 -1.04270

=====

No. 8
The following is a quantum chemistry calculation of 2 unconnected molecules or ions with the total composition C3H5IN2 at a distorted geometry, from the OMol25 dataset.

Values from the calculation:
Multiplicity: 1
LUMO (eV): -0.7

CARTESIAN COORDINATES (ANGSTROEM)
C: 0.00572 -0.94916 -0.06741
C: 0.68480 -0.78439 -1.30255
N: 1.17557 0.42356 -1.45662
N: 0.69016 1.14653 -0.40344
C: -0.10899 0.39064 0.38880
H: -0.39048 -1.92066 0.28883
H: 0.89539 -1.52608 -2.08605
H: 0.90643 2.09625 -0.39356
H: -0.72899 0.75103 1.04317
I: 3.66398 0.21650 0.88168
H: 4.80564 -0.98688 -0.18979

=====

No. 9
The following is a quantum chemistry calculation of a molecular structure, C4H12NO2Sn at a distorted geometry, from the OMol25 dataset.

Values from the calculation:
Multiplicity: 2
LUMO (alpha / beta) (eV): -0.5 / -0.4

CARTESIAN COORDINATES (ANGSTROEM)
Sn: -1.38678 2.24489 -1.67362
O: 1.21213 3.63140 -2.15285
H: 1.73507 2.89710 -1.77619
C: -1.21168 -2.36090 0.62401
C: -1.18919 -0.88208 0.25045
C: 0.13896 -0.25099 0.80015
O: 0.31364 1.16146 0.42678
C: 1.65590 1.58362 0.61666
N: -1.19753 -0.84575 -1.17150
H: -2.04806 -2.96885 0.27906
H: -1.01324 -2.35215 1.69575
H: -0.34218 -2.85535 0.19091
H: -1.97841 -0.31880 0.74841
H: 0.98161 -0.61486 0.21224
H: 0.41835 -0.47737 1.82912
H: 2.45140 0.97870 0.18153
H: 1.79396 1.49433 1.69418
H: 1.80797 2.62581 0.33590
H: -1.80250 -1.59865 -1.46690
H: -0.33941 -1.09156 -1.64406

=====

No. 10
The following is a quantum chemistry calculation of a molecular structure, C13H28AsB2N4O4 at a distorted geometry, from the OMol25 dataset.

Values from the calculation:
Multiplicity: 1
Total charge: -1
LUMO (eV): 2.9

CARTESIAN COORDINATES (ANGSTROEM)
C: -3.95257 -2.41092 1.13163
O: -2.78448 -2.41518 0.29002
B: -2.48721 -1.07385 -0.17656
O: -3.58143 -0.44942 -0.86246
As: -0.64531 -0.15213 0.20074
N: 1.06315 0.55760 0.72830
C: -1.69656 1.29142 1.21628
C: -1.15106 2.76016 1.14326
N: -1.34294 3.55174 2.42123
C: -0.63280 -1.19528 1.96306
C: -0.00141 -2.60739 2.03278
N: 1.50225 -2.63362 2.08139
C: -0.68493 0.88461 -1.56638
C: 0.56734 0.75210 -2.48770
O: 0.44573 0.26804 -3.61698
C: 1.99272 1.27622 -2.16201
C: 3.15525 0.42063 -2.41508
C: 4.48687 0.91562 -2.06320
C: 4.60544 2.24599 -1.46608
C: 3.46563 3.11496 -1.22498
C: 2.15038 2.60564 -1.58061
B: 0.21650 -1.66065 -0.91214
N: -0.66160 -2.44580 -1.87362
O: 1.58954 -2.02771 -0.92832
H: -3.78432 -3.19222 1.92974
H: -3.99498 -1.43001 1.69262
H: -4.90815 -2.60355 0.58391
H: -3.82216 -1.03715 -1.60021
H: 1.00740 1.09257 1.60272
H: 1.71533 -0.20266 0.96905
H: -1.73162 1.02794 2.31842
H: -2.78826 1.34257 0.91686
H: -0.09451 2.88756 0.80512
H: -1.78747 3.30552 0.37470
H: -1.49092 4.51211 2.08031
H: -2.26362 3.29755 2.79937
H: -0.09120 -0.54443 2.71518
H: -1.68763 -1.25401 2.37883
H: -0.42599 -3.39956 1.35172
H: -0.27803 -3.01287 3.06316
H: 1.88067 -3.25519 1.37168
H: 1.82776 -2.86412 3.01502
H: -0.88561 1.98536 -1.48511
H: -1.52550 0.47510 -2.19945
H: 2.97638 -0.58886 -2.84390
H: 5.40878 0.30237 -2.20947
H: 5.61746 2.61134 -1.16653
H: 3.56552 4.11733 -0.75249
H: 1.20430 3.17708 -1.40927
H: -0.70370 -3.43016 -1.60285
H: -0.30074 -2.35042 -2.82801
H: 1.74229 -2.54199 -1.74371

=====

No. 11
The following is a quantum chemistry calculation of C10H16N4 in the gas phase at a distorted geometry, from the OMol25 dataset.

Values from the calculation:
Multiplicity: 1
LUMO (eV): 0.8

CARTESIAN COORDINATES (ANGSTROEM)
C: 3.33961 -2.01735 -2.57494
N: 2.20255 -1.86773 -1.61990
C: 1.68081 -2.77964 -0.68972
N: 0.65693 -2.23864 -0.07905
C: 0.54838 -0.95808 -0.62440
C: -0.57391 0.02371 -0.45745
C: -0.09594 1.47736 -0.46258
N: -0.60943 2.20699 0.70168
C: -2.07375 2.26368 0.63730
C: -2.65199 0.82775 0.65797
C: -1.47234 -0.19329 0.78593
C: -0.67848 0.13827 2.05105
C: -0.11457 1.58487 1.97633
N: 1.47352 -0.73047 -1.52841
H: 3.04211 -1.68659 -3.57956
H: 3.67155 -3.04334 -2.63323
H: 4.17785 -1.41706 -2.25570
H: 2.02872 -3.78199 -0.43187
H: -1.17605 -0.16925 -1.31707
H: 1.00513 1.45847 -0.40116
H: -0.37921 1.99763 -1.38078
H: -2.32635 2.76303 -0.25382
H: -2.53421 2.85451 1.47679
H: -3.33131 0.73752 1.51033
H: -3.20313 0.61276 -0.26713
H: -1.86681 -1.21879 0.83878
H: 0.08594 -0.62743 2.18452
H: -1.39745 0.07809 2.89477
H: -0.40530 2.21993 2.83224
H: 0.97712 1.48509 2.00909

=====

Calculated molar mass (g mol⁻¹), listed in the same order as above: 667.06, 270.22, 102.11, 60.10, 456.49, 978.64, 157.55, 195.99, 224.86, 400.94, 192.27